ORCA calculation (wB97M-V/def2-TZVPD) on 9 unconnected molecules or ions with the total composition C9H27N9O18 in a non-equilibrium geometry.

For the HOMO energy, the calculation gives -8.992 eV. Its spin multiplicity is 1.

```
63
Properties=species:S:1:pos:R:3:lowdin_charge:R:1
C -23.90 20.63 18.53 0.023
N -23.97 19.62 19.65 -0.347
O -23.97 20.06 20.82 0.051
O -23.90 18.41 19.33 0.028
H -23.38 20.21 17.67 0.043
H -23.39 21.53 18.86 0.058
H -24.92 20.91 18.25 0.117
C -24.79 20.60 15.27 0.080
N -24.06 21.65 15.97 -0.362
O -24.50 22.78 16.14 0.028
O -22.90 21.34 16.23 -0.019
H -25.84 20.86 15.15 0.111
H -24.61 19.57 15.58 0.111
H -24.34 20.62 14.28 0.115
C -20.65 19.29 17.44 0.001
N -21.90 18.86 18.06 -0.324
O -22.79 18.60 17.26 0.023
O -22.04 18.98 19.28 0.009
H -20.92 19.85 16.55 0.113
H -20.27 18.33 17.07 0.123
H -20.07 19.86 18.17 0.073
C -19.98 20.64 20.29 0.056
N -21.25 21.13 20.91 -0.328
O -22.14 21.30 20.13 -0.048
O -21.20 21.53 22.09 0.075
H -19.57 21.37 19.60 0.077
H -20.19 19.70 19.78 0.074
H -19.37 20.46 21.18 0.114
C -19.03 24.60 17.66 -0.032
N -18.12 25.55 18.36 -0.402
O -18.08 26.69 17.87 0.034
O -17.52 25.08 19.31 0.077
H -19.90 24.48 18.29 0.050
H -18.32 23.77 17.58 0.120
H -19.26 25.03 16.68 0.073
C -22.41 23.64 14.49 0.026
N -21.34 23.41 15.40 -0.292
O -21.42 22.49 16.16 -0.031
O -20.27 24.15 15.27 0.026
H -22.14 23.57 13.43 0.132
H -22.76 24.65 14.67 0.055
H -23.32 23.04 14.59 0.092
C -25.05 25.00 17.11 0.059
N -23.85 24.92 16.25 -0.368
O -22.83 24.54 16.75 -0.036
O -24.03 25.40 15.11 0.053
H -25.94 24.80 16.52 0.111
H -25.10 26.00 17.53 0.113
H -24.98 24.33 17.97 0.110
C -21.93 23.13 18.12 0.005
N -20.73 22.30 18.25 -0.321
O -19.69 22.82 18.68 0.013
O -20.84 21.20 17.94 -0.069
H -21.63 24.14 17.87 0.048
H -22.59 23.12 18.99 0.137
H -22.51 22.62 17.35 0.067
C -21.22 27.41 17.01 0.085
N -21.61 26.55 18.16 -0.357
O -22.55 26.92 18.88 0.081
O -21.07 25.49 18.32 -0.045
H -22.07 27.31 16.33 0.099
H -20.32 27.12 16.47 0.095
H -21.11 28.37 17.51 0.113
```